[1]
Formula: C51H65BN2O2PdS2Se
Source: OMol25
Level of theory: ωB97M-V with the def2-TZVPD basis set

Net charge = +2
E_LUMO (spin up / spin down) = -8.28 / -8.28 eV
E_HOMO (spin up / spin down) = -0.442 / -0.442 Ha
E = -5592.3903 Eh

Structure (XYZ):
```
125
Properties=species:S:1:pos:R:3:lowdin_charge:R:1
Pd 0.150 -0.220 -0.084 0.7914
O 1.497 -1.121 -1.733 -0.6222
S 2.663 -1.417 -2.651 1.0277
C 2.661 -3.226 -2.797 -0.2986
C 1.266 -3.859 -2.873 -0.1994
C 0.880 -4.631 -1.605 -0.2062
C 0.663 -3.778 -0.354 -0.2966
S -1.045 -3.247 0.029 1.0755
O -0.895 -1.862 0.650 -0.5881
C -1.789 -3.121 -1.577 -0.4042
C -2.580 -4.205 -1.936 -0.0832
C -3.192 -4.215 -3.181 -0.0457
C -3.028 -3.137 -4.038 -0.0384
C -2.253 -2.048 -3.656 -0.0572
C -1.625 -2.035 -2.422 -0.1116
C 2.102 -0.968 -4.283 -0.3785
C 2.918 -1.240 -5.375 -0.0770
C 2.497 -0.861 -6.637 -0.0534
C 1.285 -0.199 -6.798 -0.0502
C 0.498 0.094 -5.696 -0.0599
C 0.906 -0.286 -4.424 -0.0816
H 3.227 -3.576 -1.930 0.0961
H 3.267 -3.439 -3.678 0.0909
H 1.256 -4.559 -3.708 0.1276
H 0.522 -3.097 -3.104 0.0876
H 1.678 -5.342 -1.377 0.1220
H 0.000 -5.243 -1.811 0.1095
H 1.230 -2.847 -0.402 0.0550
H 0.950 -4.318 0.548 0.0920
H -2.729 -5.025 -1.244 0.1171
H -3.807 -5.055 -3.472 0.1175
H -3.513 -3.139 -5.004 0.1175
H -2.139 -1.207 -4.328 0.0951
H -1.013 -1.189 -2.122 0.0749
H 3.871 -1.739 -5.248 0.1147
H 3.117 -1.075 -7.497 0.1166
H 0.964 0.098 -7.787 0.1156
H -0.432 0.633 -5.821 0.1011
H 0.323 -0.035 -3.547 0.0894
C 6.343 0.441 7.526 0.0000
C 5.408 0.335 6.380 -0.1646
C 4.420 1.312 6.175 0.0266
C 3.556 1.248 5.118 -0.2328
C 2.497 2.287 4.979 -0.0413
C 3.663 0.115 4.190 -0.5028
Se 2.513 -0.049 2.853 1.1966
C 4.708 -0.891 4.410 -0.2442
C 4.925 -2.030 3.468 -0.0547
C 5.531 -0.749 5.488 0.0203
H 6.053 1.213 8.233 0.0951
H 7.341 0.676 7.143 0.1194
H 6.432 -0.518 8.038 0.1092
H 4.347 2.131 6.878 0.1380
H 2.810 3.207 5.467 0.1014
H 1.591 1.940 5.479 0.0916
H 2.234 2.490 3.942 0.0456
H 4.016 -2.332 2.956 0.0428
H 5.342 -2.880 4.003 0.0970
H 5.651 -1.732 2.707 0.1097
H 6.306 -1.482 5.672 0.1414
C -0.294 -0.871 4.061 -0.1027
C -1.263 0.259 3.709 -0.3602
C -1.578 1.118 4.937 -0.0339
C -2.550 -0.262 3.105 -0.1405
C -3.284 -1.242 3.768 -0.0253
C -4.497 -1.678 3.272 -0.0479
C -5.002 -1.134 2.101 -0.0163
C -4.301 -0.158 1.404 -0.1094
C -4.842 0.397 0.098 -0.3513
C -4.184 -0.308 -1.089 -0.0430
C -6.361 0.307 -0.021 -0.0666
C -3.067 0.262 1.926 -0.1132
N -2.309 1.244 1.212 0.0654
B -1.229 1.093 0.310 -0.5259
N -0.991 2.336 -0.317 0.0480
C -1.882 3.253 0.266 -0.0386
C -2.652 2.606 1.166 -0.0339
C -0.159 2.557 -1.453 -0.1093
C -0.750 2.832 -2.692 -0.1177
C 0.090 3.070 -3.776 -0.0279
C 1.465 3.003 -3.644 -0.0501
C 2.029 2.677 -2.422 -0.0212
C 1.231 2.438 -1.309 -0.1426
C 1.851 2.166 0.054 -0.3931
C 3.157 1.378 0.005 -0.1045
C 2.036 3.489 0.801 -0.0184
C -2.254 2.864 -2.881 -0.3617
C -2.691 1.893 -3.978 -0.0513
C -2.744 4.282 -3.180 -0.0413
H 0.595 -0.458 4.549 0.0281
H -0.013 -1.442 3.171 0.0511
H -0.717 -1.575 4.776 0.0878
H -0.770 0.898 2.965 0.1157
H -1.973 0.505 5.748 0.0902
H -2.322 1.879 4.704 0.0907
H -0.685 1.623 5.302 0.0589
H -2.915 -1.655 4.696 0.1132
H -5.060 -2.433 3.803 0.1121
H -5.960 -1.473 1.733 0.1102
H -4.575 1.455 0.045 0.1230
H -4.364 -1.384 -1.041 0.0934
H -3.105 -0.148 -1.103 0.0514
H -4.591 0.062 -2.032 0.0861
H -6.696 -0.723 -0.154 0.0801
H -6.695 0.868 -0.893 0.0846
H -6.862 0.717 0.856 0.0906
H -1.885 4.292 -0.017 0.1310
H -3.436 3.001 1.790 0.1388
H -0.340 3.310 -4.739 0.1205
H 2.101 3.195 -4.497 0.1177
H 3.106 2.624 -2.341 0.1114
H 1.127 1.574 0.652 0.0683
H 3.896 1.836 -0.653 0.0865
H 3.009 0.349 -0.333 0.0448
H 3.621 1.367 0.998 0.0307
H 2.736 4.127 0.259 0.1019
H 2.436 3.324 1.804 0.0634
H 1.092 4.026 0.890 0.0887
H -2.723 2.530 -1.953 0.1166
H -2.283 2.173 -4.951 0.0746
H -3.777 1.886 -4.068 0.0888
H -2.364 0.874 -3.748 0.0544
H -2.359 4.632 -4.139 0.0853
H -2.421 4.989 -2.417 0.0784
H -3.833 4.307 -3.228 0.0879
```

[2]
Formula: C29H32CrN5S2Si
Source: OMol25
Level of theory: ωB97M-V with the def2-TZVPD basis set

E_LUMO (spin up / spin down) = -1.03 / -1.44 eV
E_HOMO (spin up / spin down) = -0.267 / -0.272 Ha
ΔE to the lowest compared entry with this formula, charge and spin = 1.676 eV
2S+1 = 4
E = -3528.4447 Eh

Structure (XYZ):
```
70
Properties=species:S:1:pos:R:3:lowdin_spin:R:1
Cr 0.604 -0.356 0.161 2.8687
C 0.960 0.071 -5.845 -0.0004
S 1.138 -1.382 -4.786 -0.0032
C 1.771 -0.678 -3.273 -0.0057
S 2.550 0.812 -3.223 -0.0128
N 1.645 -1.573 -2.322 -0.0146
N 1.780 -1.410 -1.010 -0.0221
C 2.525 -2.289 -0.393 0.0712
C 2.438 -2.325 1.032 0.0191
C 3.189 -3.173 1.847 0.0091
C 2.986 -3.153 3.209 0.0164
C 2.046 -2.270 3.736 0.0102
C 1.365 -1.440 2.874 0.0162
N 1.535 -1.459 1.551 0.0046
H 0.808 -0.297 -6.858 0.0000
H 1.860 0.676 -5.782 -0.0001
H 0.100 0.652 -5.523 -0.0002
H 3.132 -2.975 -0.969 0.0026
H 3.913 -3.832 1.389 -0.0001
H 3.545 -3.812 3.859 0.0006
H 1.850 -2.230 4.796 0.0002
H 0.642 -0.730 3.255 0.0006
N -0.334 0.967 -1.270 -0.0108
C -0.772 2.214 -0.714 0.0047
C -2.084 2.640 -0.847 -0.0016
C -2.493 3.838 -0.288 0.0026
C -1.572 4.646 0.358 -0.0018
C -0.253 4.238 0.457 0.0024
C 0.168 3.017 -0.064 -0.0010
C 1.573 2.573 0.072 0.0017
C 2.578 3.538 -0.035 -0.0074
C 3.910 3.205 0.125 0.0183
C 4.247 1.895 0.418 -0.0038
C 3.255 0.931 0.499 0.0161
C 1.902 1.224 0.303 -0.0675
H -1.088 0.534 -1.794 0.0016
H 0.450 1.157 -1.917 0.0021
H -2.802 2.016 -1.365 -0.0001
H -3.527 4.147 -0.362 0.0002
H -1.874 5.595 0.780 -0.0002
H 0.468 4.871 0.959 0.0001
H 2.307 4.555 -0.289 -0.0013
H 4.678 3.961 0.024 0.0012
H 5.282 1.612 0.565 -0.0007
H 3.566 -0.085 0.711 0.0016
C -0.529 -3.825 0.381 0.0026
Si -1.778 -2.495 -0.136 0.0149
C -1.803 -2.419 -2.028 0.0020
C -3.513 -3.030 0.413 0.0036
N -1.250 -0.989 0.553 0.0370
C -2.081 -0.063 1.152 0.0052
C -1.549 0.821 2.113 0.0065
C -2.342 1.748 2.765 0.0002
C -3.698 1.834 2.484 0.0046
C -4.233 1.006 1.507 -0.0003
C -3.448 0.078 0.848 0.0039
H -0.966 -4.820 0.282 0.0001
H -0.203 -3.704 1.416 0.0001
H 0.354 -3.791 -0.259 0.0007
H -2.188 -3.359 -2.434 0.0002
H -0.803 -2.283 -2.436 0.0002
H -2.442 -1.620 -2.414 0.0001
H -3.582 -4.120 0.409 0.0002
H -4.266 -2.656 -0.282 0.0002
H -3.773 -2.677 1.411 0.0000
H -0.492 0.748 2.360 0.0010
H -1.903 2.389 3.519 -0.0001
H -4.320 2.549 3.006 0.0003
H -5.283 1.097 1.252 -0.0002
H -3.879 -0.535 0.068 0.0003
```

[3]
Formula: HI5Si2
Source: OMol25
Level of theory: ωB97M-V with the def2-TZVPD basis set

E_LUMO = -1.12 eV
SMILES = I[SiH](I)[Si](I)(I)I
E_HOMO = -0.351 Ha
ΔE to the lowest compared entry with this formula, charge and spin = 0.000 eV
E = -2068.2393 Eh

Structure (XYZ):
```
8
Properties=species:S:1:pos:R:3:lowdin_charge:R:1
Si 1.197 -0.383 -0.008 -0.4010
Si -0.959 0.527 0.211 -1.0555
I 1.612 -2.297 1.480 0.3732
I 1.103 -1.067 -2.631 0.1823
I -1.233 1.658 2.410 0.3349
I -1.327 2.244 -1.551 0.3338
I -2.703 -1.223 -0.005 0.3498
H 2.310 0.541 0.094 -0.1175
```

[4]
Formula: C2H5O3
Source: OMol25
Level of theory: ωB97M-V with the def2-TZVPD basis set

E_LUMO (spin up / spin down) = 0.60 / -3.61 eV
E_HOMO (spin up / spin down) = -0.402 / -0.398 Ha
ΔE to the lowest compared entry with this formula, charge and spin = 0.272 eV
2S+1 = 2
E = -304.8540 Eh

Structure (XYZ):
```
10
Properties=species:S:1:pos:R:3:lowdin_spin:R:1
O 0.790 0.626 0.564 0.8031
C 0.488 -0.226 -0.341 0.0648
O -0.516 -0.902 -0.413 0.0205
C 1.590 -0.187 -1.415 0.0668
H 1.408 0.444 -2.282 0.0022
H 2.460 0.252 -0.921 0.0025
H 1.795 -1.180 -1.807 0.0118
H -1.838 1.295 1.073 -0.0005
H -1.596 -0.165 0.842 0.0007
O -2.060 0.438 1.479 0.0280
```

[5]
Formula: C4H7N3O2
Source: OMol25
Level of theory: ωB97M-V with the def2-TZVPD basis set

E_LUMO = 0.08 eV
SMILES = CN1CC=N[C@@H]1[N+](=O)[O-]
E_HOMO = -0.338 Ha
ΔE to the lowest compared entry with this formula, charge and spin = 5.700 eV
E = -471.1936 Eh

Structure (XYZ):
```
16
Properties=species:S:1:pos:R:3:lowdin_charge:R:1
C -0.281 2.250 -0.197 -0.0310
C -1.746 0.145 0.502 -0.1701
C -1.799 -1.217 -0.031 -0.0713
C 0.081 -0.257 -0.700 -0.3562
H -1.105 2.891 -0.095 0.0579
H 0.456 2.358 -1.037 0.1114
H 0.187 2.313 0.853 0.1061
H -2.745 0.591 0.426 0.1211
H -1.449 -0.057 1.543 0.1237
H -2.614 -2.076 -0.007 0.1635
H 0.418 -0.160 -1.774 0.1662
N -0.712 0.853 -0.314 -0.1443
N -0.601 -1.487 -0.536 0.1075
N 1.372 -0.278 0.111 -0.2896
O 1.075 -0.300 1.322 0.0445
O 2.538 -0.325 -0.344 0.0605
```

[6]
Formula: C18H30N2O2
Source: OMol25
Level of theory: ωB97M-V with the def2-TZVPD basis set

E_LUMO = 0.71 eV
SMILES = O=C(CN1CCOCC1)NCC[C@]12C[C@H]3C[C@H](C[C@H](C3)C1)C2
E_HOMO = -0.316 Ha
ΔE to the lowest compared entry with this formula, charge and spin = 0.214 eV
E = -963.9122 Eh

Structure (XYZ):
```
52
Properties=species:S:1:pos:R:3:lowdin_charge:R:1
O 2.843 1.522 1.105 0.0586
C 2.700 1.278 -0.074 -0.5004
N 1.518 1.285 -0.716 0.0636
H 1.523 0.971 -1.676 0.1345
C 0.250 1.427 -0.039 -0.1641
H 0.480 1.783 0.966 0.1166
C -0.491 0.088 0.013 -0.1237
H 0.149 -0.628 0.534 0.1230
H -0.624 -0.272 -1.012 0.1216
C -1.865 0.107 0.706 -0.4421
C -1.751 0.561 2.164 -0.0925
C -3.120 0.505 2.841 -0.2913
C -3.658 -0.924 2.810 -0.1216
C -3.792 -1.377 1.358 -0.2948
C -2.424 -1.323 0.681 -0.1027
H -1.733 -1.994 1.197 0.1262
H -2.512 -1.665 -0.353 0.1257
C -4.761 -0.456 0.619 -0.1223
C -4.221 0.972 0.655 -0.2927
C -4.089 1.430 2.106 -0.1201
H -5.067 1.409 2.593 0.1194
H -3.720 2.458 2.140 0.1200
C -2.851 1.026 -0.023 -0.0974
H -2.487 2.055 -0.006 0.1175
H -2.942 0.717 -1.067 0.1289
H -4.911 1.636 0.123 0.1396
H -5.745 -0.494 1.091 0.1191
H -4.873 -0.787 -0.416 0.1191
H -4.170 -2.405 1.328 0.1394
H -2.978 -1.589 3.346 0.1197
H -4.631 -0.967 3.306 0.1192
H -3.021 0.835 3.882 0.1403
H -1.372 1.583 2.210 0.1215
H -1.046 -0.082 2.696 0.1323
H -0.345 2.179 -0.564 0.1199
C 3.879 0.984 -1.006 -0.1038
N 3.491 0.039 -2.039 -0.1874
C 3.314 -1.321 -1.539 -0.1494
C 4.645 -2.054 -1.331 -0.1877
H 4.470 -3.103 -1.084 0.1266
O 5.423 -2.053 -2.509 -0.1322
C 5.674 -0.735 -2.949 -0.1932
C 4.361 0.014 -3.206 -0.1580
H 4.565 1.037 -3.525 0.1215
H 3.814 -0.502 -4.002 0.1255
H 6.253 -0.827 -3.869 0.1249
H 6.275 -0.197 -2.200 0.1234
H 5.210 -1.587 -0.510 0.1224
H 2.758 -1.286 -0.601 0.1214
H 2.724 -1.865 -2.284 0.1285
H 4.155 1.928 -1.486 0.1345
H 4.725 0.665 -0.382 0.1230
```

[7]
Formula: C2H6O2
Source: OMol25
Level of theory: ωB97M-V with the def2-TZVPD basis set

E_LUMO = 0.71 eV
E_HOMO = -0.346 Ha
ΔE to the lowest compared entry with this formula, charge and spin = 2.809 eV
E = -230.1774 Eh

Structure (XYZ):
```
10
Properties=species:S:1:pos:R:3:lowdin_charge:R:1
O 1.078 -0.605 -0.687 -0.1038
C 0.070 0.404 -0.671 -0.3046
C -0.719 0.181 0.589 -0.2767
O -1.018 -1.138 0.722 -0.0603
H 1.897 -0.278 -0.273 0.0994
H 0.456 1.419 -0.621 0.1084
H -0.534 0.296 -1.587 0.1282
H 0.615 0.441 1.547 0.1869
H -1.659 0.807 0.624 0.1306
H -0.187 -1.527 0.357 0.0919
```

[8]
Formula: C2Br3ClS
Source: OMol25
Level of theory: ωB97M-V with the def2-TZVPD basis set

E_LUMO = -2.42 eV
E_HOMO = -0.350 Ha
ΔE to the lowest compared entry with this formula, charge and spin = 0.331 eV
E = -8656.5087 Eh

Structure (XYZ):
```
7
Properties=species:S:1:pos:R:3:lowdin_charge:R:1
C 0.599 -0.291 0.008 -0.7097
C 0.008 -1.412 0.294 -1.1681
S 0.345 1.200 -0.436 0.3446
Cl -0.309 1.129 -2.493 0.0798
Br 2.462 2.110 -0.950 0.2085
Br -1.467 -1.960 -0.692 0.7019
Br 0.611 -2.921 1.536 0.5430
```